An isolated molecule of C2H6N4O. Source: the Open Molecules 2025 dataset; level of theory: the ωB97M-V functional and the def2-TZVPD basis.

**Highest occupied orbital energy (spin up / spin down)**: -6.706 / -6.706 eV
**HOMO-LUMO gap (spin up / spin down)**: 6.4789 / 6.4770 eV
**Total energy**: -373.9331 Ha
**SMILES**: N/C=C(\N)NN=O

Element x y z (Å)
1 N -1.17565 1.40781 -0.83905
2 C 0.01198 0.83809 -0.38416
3 C 0.00791 -0.26605 0.42737
4 N -1.18929 -0.96759 0.65902
5 N 1.19371 -0.86330 0.75659
6 N 2.24150 -0.78345 -0.37123
7 O 2.86465 0.21673 -0.56665
8 H -1.04771 2.13709 -1.52317
9 H -1.87487 0.73384 -1.12170
10 H 0.87913 1.47557 -0.41895
11 H -1.94591 -0.36659 0.96033
12 H -1.08687 -1.76730 1.26749
13 H 1.12141 -1.79484 1.15412

Results of the Löwdin charge analysis, in e, for atoms 1 through 5: atom 1 (N): 0.01, atom 2 (C): -0.20, atom 3 (C): -0.45, atom 4 (N): 0.09, atom 5 (N): 0.02

***

A structure of composition C2H6N4O. Source: the Open Molecules 2025 dataset; level of theory: the ωB97M-V functional and the def2-TZVPD basis.

**Highest occupied orbital energy**: -9.698 eV
**HOMO-LUMO gap**: 9.8937 eV
**Total energy**: -373.8950 Ha

Element x y z (Å)
1 C 0.93406 0.07413 -0.14583
2 C -1.38859 0.22201 -0.17216
3 H 3.11945 -0.44891 -0.20218
4 H 2.02209 -1.81336 0.60651
5 H 2.12579 1.55859 0.13735
6 H -2.13782 -1.45975 0.76529
7 H -3.24927 -0.55911 0.76341
8 H -0.43382 1.78510 -0.56709
9 N 1.97203 -0.90186 -0.04662
10 N 1.09242 1.34112 -0.09706
11 N -2.43332 -0.88488 -0.18893
12 N -1.40947 1.56345 -0.06851
13 O -0.21355 -0.47652 -0.78418

Results of the Löwdin charge analysis, in e, for atoms 1 through 5: atom 1 (C): -0.54, atom 2 (C): -0.44, atom 3 (H): 0.20, atom 4 (H): 0.14, atom 5 (H): 0.11

***

An isolated molecule of C2H6N4O. Source: the Open Molecules 2025 dataset; level of theory: the ωB97M-V functional and the def2-TZVPD basis.

**Highest occupied orbital energy**: -9.017 eV
**HOMO-LUMO gap**: 9.8794 eV
**Total energy**: -373.8733 Ha
**SMILES**: NN/C=N\C=N\O

Element x y z (Å)
1 N 1.18620 -0.76590 -0.21298
2 N 0.19855 -1.24782 -1.18011
3 C -0.67760 -0.36176 -1.55620
4 N -0.80087 0.72607 -0.99948
5 C -0.30111 0.98119 0.25875
6 N -0.69474 0.32313 1.31944
7 O -0.02347 0.85668 2.57486
8 H 0.80191 -0.47638 0.67738
9 H 1.47210 0.20084 -0.27529
10 H 0.17848 -2.01339 -1.76309
11 H -1.09680 -0.46579 -2.53377
12 H -0.07932 2.07733 0.52066
13 H -0.16333 0.16579 3.16983

Results of the Löwdin charge analysis, in e, for atoms 1 through 5: atom 1 (N): 0.05, atom 2 (N): 0.03, atom 3 (C): -0.28, atom 4 (N): 0.07, atom 5 (C): -0.31

***

A structure of composition C2H6N4O2. Source: the Open Molecules 2025 dataset; level of theory: the ωB97M-V functional and the def2-TZVPD basis.

**Highest occupied orbital energy**: -8.841 eV
**HOMO-LUMO gap**: 8.3700 eV
**Total energy**: -449.0414 Ha

Element x y z (Å)
1 C 0.52428 0.19978 -0.12093
2 C 1.54833 -0.32112 -1.16261
3 H -2.51926 0.22513 -0.73518
4 H -1.94601 -1.99542 -0.81890
5 H -0.96119 -0.57274 1.41232
6 H 0.27805 0.78581 2.59463
7 H 0.75116 2.25099 2.23174
8 H -0.29088 -0.80539 -2.00794
9 N -1.61346 -0.67067 -0.87818
10 N -0.44943 -0.80468 0.20573
11 N 0.89192 1.27947 0.62251
12 N 0.31448 1.53451 1.84335
13 O 0.81387 -1.10150 -1.86870
14 O 2.65814 -0.00416 -1.31784

Results of the Löwdin charge analysis, in e, for atoms 1 through 5: atom 1 (C): -0.29, atom 2 (C): -0.61, atom 3 (H): 0.19, atom 4 (H): 0.23, atom 5 (H): 0.22